ORCA calculation (ωB97M-V/def2-TZVPD) on a molecular structure, C39H55Cl5N2O2SSeSiTi.

Each line ends with the Löwdin spin population.
Geometry (Å):
1 Ti -1.56 0.73 -0.23  0.9855
2 C 4.07 -3.36 2.74  0.0000
3 C 2.68 -3.97 2.97  0.0000
4 C 2.76 -5.46 2.66  0.0000
5 C 2.30 -3.80 4.44  0.0000
6 C 1.66 -3.25 2.09  0.0000
7 C 1.48 -1.87 2.22  0.0001
8 C 0.56 -1.20 1.45  0.0020
9 Se 0.42 0.73 1.61  0.0056
10 C 1.78 1.16 0.33  0.0040
11 C 3.09 1.35 0.72  0.0002
12 C 4.05 1.71 -0.22  -0.0001
13 C 3.62 1.88 -1.54  -0.0001
14 C 2.31 1.69 -1.96  -0.0004
15 C 1.34 1.29 -1.00  0.0047
16 O 0.10 1.06 -1.32  0.0195
17 C 1.88 1.97 -3.40  0.0001
18 C 0.90 3.15 -3.41  0.0000
19 C 3.07 2.32 -4.30  0.0000
20 C 1.20 0.73 -4.02  0.0001
21 C 5.51 1.88 0.22  0.0000
22 C 5.60 2.98 1.28  0.0000
23 C 6.03 0.56 0.81  0.0000
24 C 6.42 2.27 -0.95  0.0000
25 C -0.26 -1.86 0.50  0.0015
26 O -1.19 -1.20 -0.15  0.0003
27 C -0.04 -3.24 0.30  -0.0003
28 C 0.89 -3.88 1.13  0.0000
29 C -0.81 -4.09 -0.71  0.0000
30 C -1.95 -4.81 0.03  0.0001
31 C 0.11 -5.14 -1.35  0.0000
32 C -1.42 -3.30 -1.88  0.0003
33 H 4.82 -3.88 3.35  0.0000
34 H 4.36 -3.46 1.69  0.0000
35 H 4.10 -2.30 2.99  0.0000
36 H 3.50 -5.93 3.32  0.0000
37 H 1.80 -5.96 2.83  0.0000
38 H 3.06 -5.65 1.63  0.0000
39 H 3.03 -4.30 5.09  0.0000
40 H 2.26 -2.75 4.72  0.0000
41 H 1.31 -4.23 4.64  0.0000
42 H 2.06 -1.30 2.94  0.0000
43 H 3.34 1.23 1.76  0.0001
44 H 4.35 2.18 -2.27  0.0000
45 H 1.40 4.06 -3.09  0.0000
46 H 0.51 3.31 -4.43  0.0000
47 H 0.04 2.99 -2.76  -0.0001
48 H 3.55 3.25 -3.99  0.0000
49 H 3.82 1.53 -4.31  0.0000
50 H 2.71 2.46 -5.32  0.0000
51 H 0.27 0.51 -3.51  -0.0001
52 H 0.99 0.92 -5.08  0.0000
53 H 1.85 -0.14 -3.95  0.0000
54 H 4.99 2.75 2.15  0.0000
55 H 6.64 3.10 1.62  0.0000
56 H 5.25 3.93 0.88  0.0000
57 H 5.45 0.27 1.69  0.0000
58 H 5.95 -0.24 0.08  0.0000
59 H 7.08 0.66 1.11  0.0000
60 H 6.12 3.22 -1.39  0.0000
61 H 7.45 2.38 -0.58  0.0000
62 H 6.41 1.51 -1.73  0.0000
63 H 1.02 -4.95 1.00  0.0000
64 H -1.56 -5.45 0.82  0.0000
65 H -2.62 -4.09 0.48  0.0000
66 H -2.53 -5.43 -0.67  0.0000
67 H 0.48 -5.88 -0.64  0.0000
68 H -0.44 -5.69 -2.12  0.0000
69 H 0.97 -4.66 -1.83  0.0000
70 H -2.25 -2.68 -1.55  0.0003
71 H -0.69 -2.64 -2.34  0.0000
72 H -1.78 -4.01 -2.63  0.0000
73 Cl -2.31 0.85 3.46  0.0080
74 C -2.83 2.47 3.12  -0.0068
75 C -3.01 3.07 1.84  -0.0042
76 C -2.57 2.34 0.63  -0.0319
77 Cl -3.18 3.17 -0.96  0.0041
78 C -3.64 4.31 2.13  -0.0061
79 Cl -4.23 5.57 1.08  0.0001
80 C -3.83 4.44 3.52  -0.0040
81 Cl -4.56 5.78 4.33  -0.0007
82 C -3.34 3.30 4.13  -0.0028
83 Cl -3.37 2.95 5.82  -0.0003
84 N -6.91 -0.43 1.32  0.1101
85 C -5.68 0.13 1.71  0.4960
86 N -5.74 1.42 2.20  0.1808
87 S -4.19 -0.57 1.09  0.0747
88 H -7.43 0.14 0.65  0.0222
89 H -6.79 -1.36 0.95  0.0006
90 H -6.43 2.05 1.79  0.0237
91 H -4.85 1.89 2.32  0.0017
92 C -3.84 1.06 -3.30  0.0028
93 Si -4.38 1.36 -1.52  0.0167
94 C -2.56 4.39 -1.91  -0.0015
95 C -6.13 2.06 -1.50  0.0044
96 C -4.41 -0.38 -0.73  0.0804
97 H -4.02 1.93 -3.95  0.0007
98 H -4.39 0.21 -3.71  0.0005
99 H -2.77 0.84 -3.33  -0.0001
100 H -3.57 4.73 -2.25  -0.0001
101 H -1.88 2.09 -1.51  -0.0125
102 H -4.28 3.77 -0.42  0.0047
103 H -6.14 3.11 -1.79  0.0002
104 H -6.60 1.97 -0.52  0.0031
105 H -6.72 1.50 -2.23  0.0001
106 H -3.68 -1.04 -1.21  0.0060
107 H -5.40 -0.82 -0.95  0.0062

Summary:
Multiplicity: 3
Net charge: -2
DFT total energy in eV: -218187.6805
Largest force on an atom in eV Å⁻¹: 1.74
Orbital gap (alpha / beta) in eV: 4.28 / 4.28